A structure of composition C26H24BBiCl2N6O4S2. Source: OMol25; level of theory: ωB97M-V with the def2-TZVPD basis set.

```
66
Properties=species:S:1:pos:R:3:forces:R:3
Bi 0.193 -0.030 0.080 0.0 0.0 0.0
O 5.107 -3.907 0.211 0.0 0.0 0.0
C 5.600 -2.731 -0.119 0.0 0.0 0.1
O 6.776 -2.552 -0.319 0.0 0.0 0.0
C 4.633 -1.595 -0.223 0.0 0.0 0.0
C 4.980 -0.294 -0.532 0.0 0.0 0.0
Cl 6.480 0.390 -0.930 0.0 0.0 0.0
N 3.851 0.458 -0.521 0.0 0.0 0.0
N 2.786 -0.302 -0.233 0.1 0.0 -0.1
C 3.225 -1.530 -0.049 0.0 0.0 0.0
C 2.196 -2.561 0.311 -0.1 0.0 0.0
O 2.555 -3.725 0.520 0.0 0.0 0.0
O 0.995 -2.149 0.389 0.1 -0.1 0.0
C 3.646 1.854 -0.732 0.0 0.0 0.0
C 2.617 2.241 -1.580 0.0 0.0 0.0
C 2.347 3.591 -1.745 0.0 0.0 0.0
C 3.110 4.540 -1.079 0.0 0.0 0.0
C 4.138 4.139 -0.237 0.0 0.0 0.0
C 4.406 2.790 -0.050 0.0 0.0 0.0
H 4.113 -3.882 0.370 0.0 0.0 -0.1
H 2.034 1.486 -2.095 0.0 0.0 0.0
H 1.543 3.898 -2.401 0.0 0.0 0.0
H 2.906 5.594 -1.219 0.0 0.0 0.0
H 4.733 4.878 0.285 0.0 0.0 0.0
H 5.191 2.467 0.619 0.0 0.0 0.0
C -1.404 -3.469 2.320 0.0 0.0 0.0
N -1.943 -2.262 2.936 0.0 0.0 0.0
C -2.183 -2.079 4.278 0.0 0.0 0.0
C -2.693 -0.834 4.413 0.0 0.0 0.0
N -2.763 -0.255 3.165 0.0 0.0 0.0
B -3.208 1.220 2.912 0.0 0.0 0.0
N -1.882 2.101 2.880 0.0 0.0 0.1
C -1.182 2.279 4.058 0.0 0.0 0.0
C -0.031 2.928 3.792 0.0 0.0 0.0
N -0.031 3.179 2.439 0.0 0.0 0.0
C 1.061 3.778 1.692 0.0 0.0 0.0
C -1.152 2.646 1.908 0.0 0.1 0.0
S -1.306 2.770 0.170 0.0 0.0 0.0
C -2.302 -1.146 2.271 0.0 0.0 0.0
S -2.222 -1.003 0.549 -0.1 0.0 0.0
H -1.122 -4.153 3.116 0.0 0.0 0.0
H -0.534 -3.223 1.715 0.0 0.0 0.0
H -2.161 -3.931 1.689 0.0 0.0 0.0
H -1.978 -2.846 5.001 0.0 0.0 0.0
H -3.033 -0.313 5.289 0.0 0.0 0.0
H -3.825 1.314 1.901 0.0 0.0 0.0
H -3.820 1.581 3.884 0.0 0.0 0.0
H -1.580 1.926 4.992 0.0 0.0 0.0
H 0.775 3.245 4.427 0.0 0.0 0.0
H 1.772 4.193 2.400 0.0 0.0 0.0
H 0.685 4.572 1.048 0.0 0.0 0.0
H 1.561 3.022 1.083 0.0 0.0 0.0
Cl -3.355 5.370 -1.323 0.0 0.0 0.0
C -3.187 3.972 -2.347 0.0 0.0 0.0
C -3.186 4.155 -3.720 0.0 0.0 0.0
C -3.048 3.056 -4.552 0.0 0.0 0.0
C -2.911 1.785 -4.013 0.0 0.0 0.0
C -2.918 1.617 -2.638 0.0 0.0 0.0
C -3.063 2.706 -1.782 0.0 0.0 0.0
C -3.042 2.479 -0.297 0.0 0.0 0.0
H -3.293 5.152 -4.124 0.0 0.0 0.0
H -3.046 3.197 -5.625 0.0 0.0 0.0
H -2.799 0.926 -4.660 0.0 0.0 0.0
H -2.804 0.630 -2.207 0.0 0.0 0.0
H -3.293 1.450 -0.063 0.0 0.0 0.0
H -3.685 3.169 0.242 0.0 0.0 0.0
```
Positions in Å, forces in eV/Å.

Values from the calculation:
E_HOMO = -6.34 eV
HOMO-LUMO gap = 6.5 eV
energy above the lowest of the compared OMol25 structures with the same formula, charge and spin = 93.5 kJ/mol

Atomic partial charges in e from the Mulliken method, atoms 1 to 8: 0.7785 -0.5593 0.4403 -0.6018 -0.0719 0.1519 -0.1274 0.4750